{"formula": "C3H7N3O2", "method": "the ωB97M-V functional and the def2-TZVPD basis", "elements": ["C", "C", "C", "H", "H", "H", "H", "H", "H", "H", "N", "N", "N", "O", "O"], "xyz": [[0.3276, 0.0839, -0.2404], [-0.1587, -1.2181, -0.6743], [-0.4463, 0.6902, 1.0348], [1.9053, -0.5642, -2.0400], [2.1674, 1.3845, -2.2373], [-1.2208, -1.3940, -1.2364], [-0.4314, -1.7159, 0.3862], [1.5803, -2.0291, -0.5860], [0.2074, 1.3833, 1.7630], [-2.9179, 0.2345, 2.6713], [2.2278, 0.3117, -1.4664], [1.2468, 0.6877, -0.6450], [-1.8274, 0.4226, 1.2183], [1.0437, -1.8074, -1.4021], [-2.4383, 1.2338, 2.2533]], "forces_ev_per_angstrom": [[-7.95, -2.14, 4.46], [-1.72, -3.22, 0.70], [-3.95, 0.16, 0.66], [0.92, 2.34, 0.82], [1.02, -4.45, 2.69], [2.97, 0.96, 0.78], [0.89, 0.10, -2.43], [-0.36, 0.04, -1.70], [-1.82, -1.36, -1.77], [1.55, 5.13, -1.23], [-0.05, 3.16, -6.17], [5.31, 5.16, 0.16], [6.53, 2.01, -1.24], [-2.26, -1.61, 3.05], [-1.08, -6.30, 1.24]], "e_above_lowest_kj_mol": 968.2, "e_lumo_ev": 0.4}


{"formula": "C5H8NO", "method": "the ωB97M-V functional and the def2-TZVPD basis", "elements": ["C", "C", "C", "N", "C", "C", "O", "H", "H", "H", "H", "H", "H", "H", "H"], "xyz": [[0.0950, 1.6378, 0.4509], [0.0546, 0.3699, 0.0739], [1.3383, -0.2983, -0.2988], [-1.1106, -0.3740, -0.0212], [-1.3537, -1.5996, 0.2678], [-2.3498, 0.4455, -0.5228], [-3.3008, 0.4702, 0.1687], [-0.8229, 2.2771, 0.7810], [1.0559, 2.0627, 0.5676], [1.9694, -0.2952, 0.6005], [1.9699, 0.2486, -1.0914], [1.0432, -1.2416, -0.5556], [-0.4841, -2.2170, 0.4145], [-2.2794, -1.9488, 0.4957], [-2.0701, 0.7610, -1.4904]], "forces_ev_per_angstrom": [[-3.51, 1.05, 0.99], [2.53, 0.95, -0.87], [1.54, 2.56, 0.52], [-3.14, 0.05, 0.11], [4.04, 1.53, -0.07], [-0.13, -1.44, 2.61], [0.37, 0.39, -0.97], [1.78, -1.30, -0.68], [0.70, 0.61, -0.04], [-0.04, -0.45, -0.29], [-1.40, -0.96, 0.95], [0.37, -2.75, -1.10], [0.07, -0.40, 0.34], [-2.95, -0.84, -0.19], [-0.22, 0.99, -1.31]], "total_charge": 1, "e_above_lowest_kj_mol": 219.9, "e_lumo_ev": -5.8}


{"formula": "C18H13N5PtSe2", "method": "the ωB97M-V functional and the def2-TZVPD basis", "elements": ["Pt", "Se", "N", "C", "C", "C", "C", "C", "N", "C", "C", "N", "C", "C", "C", "C", "C", "N", "H", "H", "H", "H", "H", "H", "C", "H", "H", "H", "Se", "C", "C", "C", "N", "C", "C", "H", "H", "H", "H"], "xyz": [[1.1661, 1.5409, 0.3314], [0.4606, -6.0644, -0.5446], [-0.3044, -4.6779, -1.3597], [0.2013, -3.5970, -0.8321], [-0.1738, -2.2471, -1.2384], [-1.0996, -1.9867, -2.2486], [-1.3746, -0.6784, -2.5740], [-0.7322, 0.3445, -1.8816], [0.1303, 0.1056, -0.9026], [0.4236, -1.1698, -0.5893], [1.4251, -1.3718, 0.4622], [1.9614, -0.2636, 1.0165], [2.8848, -0.4023, 1.9609], [3.3240, -1.6454, 2.4007], [2.7832, -2.7839, 1.8473], [1.8128, -2.6504, 0.8563], [1.1847, -3.7962, 0.2059], [1.4641, -5.0346, 0.5064], [-1.5770, -2.8140, -2.7561], [-2.0822, -0.4289, -3.3515], [-0.9117, 1.3880, -2.1046], [3.2764, 0.5163, 2.3746], [4.0792, -1.6986, 3.1715], [3.0898, -3.7731, 2.1591], [2.2616, 2.6900, 1.6012], [3.3312, 2.4961, 1.4502], [2.0025, 2.4235, 2.6332], [2.1027, 3.7624, 1.4990], [0.1340, 3.5354, -0.5347], [-1.7178, 3.1133, -0.4018], [-2.6320, 3.7942, -1.2071], [-3.9773, 3.4781, -1.1261], [-4.4803, 2.5419, -0.3207], [-3.6044, 1.9026, 0.4518], [-2.2399, 2.1467, 0.4562], [-2.2956, 4.5566, -1.8981], [-4.6928, 4.0031, -1.7508], [-4.0161, 1.1488, 1.1161], [-1.5877, 1.5961, 1.1219]], "forces_ev_per_angstrom": [[-0.03, -0.04, -0.02], [0.00, 0.00, 0.00], [0.00, 0.00, 0.00], [0.00, 0.00, 0.00], [0.00, 0.01, 0.00], [0.00, 0.00, 0.01], [0.00, 0.00, -0.01], [-0.02, 0.01, 0.03], [0.03, 0.01, 0.00], [0.00, 0.01, -0.01], [0.00, 0.00, 0.00], [-0.01, -0.01, -0.02], [0.02, 0.02, 0.01], [0.00, -0.01, 0.01], [-0.01, 0.00, 0.00], [0.00, 0.01, 0.01], [0.00, 0.00, -0.01], [0.00, 0.00, 0.00], [0.00, 0.00, 0.00], [0.00, 0.00, 0.00], [0.01, 0.00, -0.01], [0.00, -0.01, 0.00], [0.00, 0.00, 0.00], [0.00, 0.00, 0.00], [-0.01, 0.01, 0.02], [-0.01, -0.01, -0.01], [0.02, 0.02, 0.00], [0.00, 0.01, 0.00], [0.02, -0.01, 0.02], [-0.01, 0.00, -0.05], [0.00, 0.00, 0.01], [-0.01, 0.00, 0.01], [0.00, 0.00, -0.02], [0.01, 0.01, 0.02], [-0.01, 0.00, 0.02], [0.00, 0.00, 0.00], [0.00, 0.00, 0.00], [0.00, 0.00, 0.00], [0.00, 0.01, 0.00]], "e_above_lowest_kj_mol": 0.0, "e_lumo_ev": -1.3}


{"formula": "C23H32N6O4PV", "method": "the ωB97M-V functional and the def2-TZVPD basis", "elements": ["V", "O", "C", "C", "C", "C", "C", "C", "C", "N", "C", "C", "N", "C", "C", "C", "C", "C", "C", "C", "O", "H", "H", "H", "H", "H", "H", "H", "H", "H", "H", "H", "H", "H", "H", "C", "N", "C", "P", "O", "N", "C", "C", "N", "C", "C", "H", "H", "H", "H", "H", "H", "H", "H", "H", "H", "H", "H", "H", "H", "H", "H", "H", "H", "O", "C", "N"], "xyz": [[1.2139, -1.1842, -0.6402], [-0.3096, -1.6883, -1.0403], [-1.0816, -2.7305, -1.4461], [-2.4330, -2.7746, -1.2188], [-3.1313, -3.8716, -1.7086], [-2.4928, -4.8919, -2.4146], [-1.1278, -4.8411, -2.6065], [-0.4018, -3.7576, -2.0990], [1.0254, -3.7195, -2.1685], [1.8080, -2.8241, -1.6410], [3.2768, -3.0399, -1.7197], [3.8566, -2.4967, -0.4280], [3.2208, -1.1846, -0.3101], [3.8867, -0.1165, -0.0205], [3.3924, 1.2207, -0.2531], [4.1326, 2.3474, 0.1127], [3.7657, 3.5878, -0.3624], [2.6880, 3.7077, -1.2454], [1.9458, 2.6067, -1.6288], [2.2838, 1.3806, -1.1002], [1.5840, 0.2640, -1.4251], [-2.9163, -1.9680, -0.6805], [-4.1984, -3.9315, -1.5370], [-3.0653, -5.7232, -2.8011], [-0.6105, -5.6362, -3.1315], [1.5087, -4.5524, -2.6766], [3.6707, -2.4826, -2.5686], [3.5013, -4.0957, -1.8534], [4.9397, -2.4222, -0.4733], [3.5732, -3.1259, 0.4152], [4.9148, -0.2224, 0.3201], [4.9959, 2.2352, 0.7573], [4.3272, 4.4659, -0.0745], [2.4289, 4.6801, -1.6432], [1.0999, 2.6808, -2.2987], [-3.5796, 0.5276, -0.7661], [-3.0342, 0.7316, 0.5842], [-4.0489, 1.2960, 1.4807], [-1.4960, 1.3475, 0.6581], [-0.7228, 0.9603, -0.5627], [-0.8546, 0.7338, 2.0581], [0.4108, 1.3153, 2.5019], [-1.5435, -0.0430, 3.0796], [-1.5187, 2.9853, 0.8273], [-1.7032, 3.6537, 2.1110], [-1.2034, 3.8734, -0.2863], [-4.3948, -0.1974, -0.7170], [-2.8082, 0.1618, -1.4372], [-3.9888, 1.4559, -1.1792], [-4.8706, 0.5875, 1.5842], [-4.4512, 2.2347, 1.0858], [-3.6464, 1.4880, 2.4713], [0.8616, 1.9104, 1.7054], [1.1114, 0.5241, 2.7842], [0.2816, 1.9618, 3.3740], [-2.3979, -0.5585, 2.6514], [-1.8763, 0.5785, 3.9177], [-0.8639, -0.7984, 3.4839], [-2.0327, 2.9525, 2.8749], [-2.4617, 4.4326, 2.0246], [-0.7776, 4.1242, 2.4571], [-1.2308, 3.3273, -1.2260], [-0.2104, 4.3241, -0.1702], [-1.9342, 4.6829, -0.3352], [1.3285, -2.4731, 3.3185], [1.2393, -2.1590, 2.2142], [1.1448, -1.8372, 1.0422]], "forces_ev_per_angstrom": [[1.05, -0.48, 1.24], [-2.23, -0.74, -1.15], [0.49, 0.07, 0.10], [-0.28, 0.26, 0.11], [-0.03, -0.05, -0.02], [-0.02, 0.05, 0.01], [0.03, -0.09, -0.04], [0.29, -0.04, -0.07], [0.14, 0.02, 0.09], [0.07, -0.17, -0.29], [-0.12, 0.01, 0.04], [-0.16, 0.09, 0.05], [0.65, 0.10, 0.06], [-0.13, -0.12, -0.20], [0.08, -0.33, 0.00], [0.08, 0.02, 0.06], [-0.06, 0.06, -0.03], [0.10, 0.09, 0.04], [-0.34, 0.08, -0.12], [0.11, -0.37, 0.17], [0.16, 1.18, -0.71], [0.02, -0.13, -0.04], [0.02, 0.01, -0.02], [0.00, 0.01, 0.02], [-0.03, 0.03, 0.03], [0.00, -0.02, 0.01], [-0.02, 0.05, -0.07], [-0.04, -0.06, -0.01], [0.09, 0.04, 0.00], [-0.04, -0.01, 0.06], [0.05, 0.00, 0.00], [0.00, 0.01, -0.03], [-0.01, -0.01, -0.01], [0.01, 0.00, 0.02], [0.02, 0.01, 0.03], [-0.04, 0.07, 0.12], [-0.23, -0.20, -0.17], [0.01, 0.00, -0.10], [0.12, -0.19, -0.11], [0.04, 0.05, 0.38], [0.04, 0.23, 0.14], [-0.12, -0.04, 0.02], [0.06, -0.09, -0.08], [0.25, 0.22, 0.09], [0.01, 0.03, -0.07], [-0.04, 0.03, 0.04], [-0.02, 0.02, 0.03], [0.03, 0.04, 0.01], [0.01, -0.01, -0.01], [-0.01, -0.01, 0.00], [0.02, 0.01, 0.01], [0.04, -0.04, 0.04], [-0.02, -0.02, -0.02], [0.01, -0.01, 0.00], [-0.02, 0.00, 0.02], [-0.03, 0.03, -0.02], [0.00, 0.01, -0.01], [-0.01, 0.05, 0.01], [0.03, -0.01, -0.01], [-0.04, 0.00, -0.01], [0.02, 0.01, -0.05], [0.01, -0.03, 0.02], [-0.04, -0.02, 0.04], [-0.01, -0.01, 0.00], [-0.02, -0.05, 0.16], [0.00, 0.25, -0.64], [-0.01, 0.14, 0.83]], "total_charge": 2, "e_above_lowest_kj_mol": 190.4, "e_lumo_ev": -8.4}